Entry 1:
9 unconnected molecules or ions with the total composition C54H45F9 at a distorted geometry. Source: the OMol25 dataset; level of theory: ωB97M-V/def2-TZVPD.

Calculated values
Relative energy (zero: lowest compared OMol25 entry of this formula, charge and spin) in eV: 10.629
Highest occupied orbital energy in eV: -8.85
Structure (SMILES): Fc1ccccc1.Fc1ccccc1.Fc1ccccc1.Fc1ccccc1.Fc1ccccc1.Fc1ccccc1.Fc1ccccc1.Fc1ccccc1.Fc1ccccc1
Orbital gap in eV: 9.247
Largest force on an atom in hartree/bohr: 0.1881

Geometry as XYZ:
```
108
Properties=species:S:1:pos:R:3:forces:R:3
C -3.3400 31.8940 21.1990 -2.6 -0.9 -2.2
H 2.4080 24.2930 25.9490 0.8 -1.4 -1.7
C 3.4900 31.0320 17.0980 0.1 2.2 1.1
C 8.0400 28.9680 17.3110 0.6 -0.1 -2.6
C 4.6970 30.0010 22.6520 1.2 -1.3 -2.0
C 7.0760 28.9350 16.3080 9.3 1.4 -2.2
H 4.2640 21.7850 17.3780 -0.1 0.3 -0.1
H 6.5050 33.3490 16.4240 0.3 0.2 -0.3
H 9.4220 29.6410 13.7920 -0.7 0.1 -1.1
H -0.4990 29.2110 27.8890 -0.2 -0.2 -1.1
C -0.2580 29.5070 25.6900 0.9 -1.1 0.9
C 7.5970 29.1970 14.9910 -2.7 -0.6 1.0
H 1.0000 27.2950 28.1230 0.2 -0.5 1.2
H 3.6470 30.7600 24.3080 0.0 0.2 0.4
H -1.2090 26.3930 14.0840 0.5 0.2 0.3
F 11.0870 29.6760 15.5050 -0.4 -0.1 -0.4
C 1.3300 26.6450 19.7490 2.4 0.2 2.0
C 5.1120 23.6800 18.2030 1.4 -1.9 2.5
C 3.6680 26.4510 20.0510 6.1 -0.3 2.0
C 0.9700 25.8410 14.2280 -0.4 -0.3 -0.5
C 1.7940 24.7600 14.0100 1.5 -3.3 0.6
H 2.8680 27.7030 16.9860 0.6 0.2 -0.3
C 1.4100 23.3670 13.9920 -3.3 -0.2 -1.7
C 1.6900 27.3700 26.0690 -0.5 1.4 0.3
H 4.2960 24.4620 18.1840 0.8 -1.6 -0.8
C 5.4540 27.8080 24.3590 -0.6 2.9 0.8
C 1.5960 28.0540 24.8430 -3.0 1.2 0.0
C 7.1840 21.8480 18.8940 -0.7 -0.2 -0.8
H 4.6390 26.3600 20.7740 -2.4 -0.2 -1.9
C 4.7140 28.9350 24.8050 -0.7 0.0 2.3
H -4.2420 32.5010 21.0920 0.5 0.5 1.0
C 9.4580 29.1490 17.0470 -3.7 -0.4 1.8
H 4.4680 30.7100 21.8950 -0.6 0.9 0.0
H 2.4070 26.6020 26.2230 0.6 -0.6 -0.3
H 4.1460 25.2660 24.3340 -0.8 -1.4 -0.3
C -3.5090 30.7730 20.3540 4.5 -2.3 -0.5
H 2.8680 24.7250 13.9400 0.4 1.5 0.2
H 0.1060 31.6020 21.8710 -1.6 0.3 0.2
H 6.1820 25.0250 19.4290 0.3 0.1 0.3
C 5.8000 27.8270 23.0490 -0.3 -0.5 -3.8
C 5.4200 28.9120 22.1860 0.6 -2.6 -1.0
C 1.5450 27.1120 18.4860 -0.9 1.4 -0.5
C 2.5720 21.6860 23.4860 0.2 4.0 3.4
C -2.1930 32.2240 21.8150 4.2 -1.5 -0.3
C 6.0790 21.3960 18.1930 0.5 3.0 1.1
C 2.8120 27.3470 17.9970 1.4 -2.3 0.5
C 2.4600 26.3850 20.5970 -3.0 1.0 -5.6
H 3.8050 21.7830 21.7080 0.1 0.9 1.7
H -2.0910 29.0430 19.6020 -1.3 -1.4 -1.5
H -1.9490 24.3260 14.0820 -0.4 -0.9 0.0
H 3.0510 32.2390 18.7640 0.0 0.6 0.4
H 5.6220 28.6210 21.0470 -0.5 1.5 2.5
H 5.2430 33.7640 18.2480 -1.0 0.3 0.0
C 0.5620 29.0990 24.5700 1.5 -0.8 2.2
C 6.1800 24.0060 19.0780 0.0 -0.3 -1.4
H 7.6530 28.8680 18.2650 -0.1 -0.3 2.1
C 3.6290 24.2720 24.1430 2.5 0.3 -1.2
C 3.9150 26.8060 18.7510 -4.0 2.3 -1.5
F 5.8430 20.2000 17.7980 0.7 -3.7 -0.6
C 5.6110 32.7670 16.5210 0.8 -0.3 -1.1
H 4.3850 28.9700 25.9410 0.8 -0.1 -2.5
C -1.0890 30.3070 20.7040 0.6 -1.3 -0.2
C 4.3000 29.9870 23.9460 0.3 -1.1 2.0
F 4.9040 24.0620 22.2110 2.0 1.3 -1.8
C -0.0530 23.1880 13.9640 3.9 3.7 1.1
H 6.1120 26.9640 22.4010 0.4 0.5 1.6
H 0.7090 27.5160 17.8980 0.2 -0.4 0.2
F -2.1300 33.3690 22.5330 0.2 -0.6 -0.2
H -1.0800 30.3070 25.7590 1.6 -1.2 -0.8
C 0.9420 27.7900 27.2040 -1.6 2.4 -4.4
H 9.9980 29.0830 17.9920 0.9 0.3 -1.0
H 6.8910 29.2990 14.2240 -1.1 -0.2 -1.2
F 5.8890 26.9040 25.2430 -0.3 -0.3 -0.1
C 5.1070 22.2420 17.8870 -3.4 4.2 -1.0
C 8.8740 29.4120 14.6780 2.9 0.3 1.9
C -0.0310 28.8350 26.9520 1.0 -0.3 0.7
C -0.4460 25.6190 14.1350 2.5 1.9 0.7
H -4.3770 30.6130 19.7410 -0.4 0.0 0.3
H 7.9910 21.2440 18.9050 2.6 -2.2 0.7
C 2.7740 23.6810 25.0260 -2.9 0.4 0.9
H 1.3090 22.0910 25.3410 0.7 0.2 -0.6
H 7.9990 23.4770 19.9610 2.5 0.7 1.5
H -0.3710 22.2370 13.8740 -1.6 -2.9 -0.2
F 5.0960 26.8620 18.1980 1.7 0.0 -0.1
H 0.6460 29.6520 23.6170 -0.5 -0.6 0.6
H 6.1450 28.8830 16.4860 -6.7 -0.6 1.2
C 5.3760 31.6710 15.7100 -2.3 0.3 2.1
C 2.0940 22.4870 24.6640 1.4 -2.0 -1.2
H 2.3060 26.1680 21.5340 -0.6 -1.1 5.0
C 9.7690 29.4130 15.7560 1.6 -0.2 0.4
C -2.3220 29.9150 20.1230 -0.8 3.5 2.1
C 3.5520 22.3010 22.7010 -1.0 -2.7 -2.1
C -0.9530 31.3830 21.5590 -1.3 1.9 0.4
F 4.0920 29.7090 15.3240 0.6 0.5 -0.1
C 3.6810 32.1720 17.9020 1.9 0.0 -1.9
F 2.3260 27.6370 23.7760 -0.3 0.2 0.6
C -0.8760 24.3340 14.1180 0.0 -1.7 -1.0
H 2.4180 20.6540 23.3550 -1.1 -0.9 -0.2
C 4.3350 30.8640 16.0300 -1.6 -1.1 0.3
H 0.4440 26.8050 20.2850 -1.6 -0.4 0.1
C 4.7840 33.0740 17.5420 -1.7 -1.5 2.6
H 2.1040 22.3810 13.7230 -1.7 3.2 1.0
C 4.0500 23.5150 23.0020 -2.0 1.5 3.0
H 2.7050 30.3460 17.3210 -0.3 -0.5 0.0
C 7.2820 23.1150 19.3460 -4.7 1.4 -1.5
H -0.1620 29.6180 20.4350 -1.9 1.7 0.8
H 5.9010 31.1440 15.0500 3.1 -0.6 -3.1
F 1.6070 27.0540 14.4600 -1.3 -1.1 -0.5
```
Positions in Å, forces in eV/Å.

Results of the Löwdin charge analysis, in e, for atoms 1 through 5: C -0.065; H 0.123; C -0.014; C -0.037; C -0.114

Entry 2:
A molecular structure, C54H45N6O3P2STeV at a distorted geometry. Source: the OMol25 dataset; level of theory: ωB97M-V/def2-TZVPD.

Calculated values
Relative energy (zero: lowest compared OMol25 entry of this formula, charge and spin) in eV: 0.000
Highest occupied orbital energy (alpha / beta) in eV: -7.47 / -7.50
Orbital gap (alpha / beta) in eV: 6.941 / 7.185
Largest force on an atom in hartree/bohr: 0.0560
Multiplicity: 3

Geometry as XYZ:
```
113
Properties=species:S:1:pos:R:3:forces:R:3
C 10.7928 15.7758 17.7008 1.0 -0.2 2.3
C 8.0896 13.4146 15.3063 0.3 -0.4 -0.1
H 15.2390 15.0228 12.4371 0.8 0.2 -0.5
H 10.1566 15.3934 11.4342 0.1 -0.1 0.4
H 10.8048 13.6668 17.9146 0.6 0.9 0.4
C 14.2664 13.8663 10.1029 0.1 0.1 -1.3
C 9.2315 16.6324 16.3089 0.0 1.2 1.1
C 16.3564 14.2870 18.0968 1.1 0.0 -0.8
H 10.3869 19.0907 18.3071 0.0 -0.1 0.4
O 15.5972 12.6570 12.3880 -1.5 0.5 0.0
N 8.1839 6.8985 17.7440 0.2 0.2 0.4
C 13.7187 14.6950 13.8467 0.6 0.1 -0.3
C 11.5543 10.8401 15.6251 0.1 -0.6 -0.4
C 9.3054 17.9024 16.9342 -1.4 -0.7 -1.3
H 8.4266 13.9704 10.3670 0.2 -0.1 0.2
C 12.7355 11.2658 20.8710 0.5 -0.2 -0.3
H 10.6449 9.3794 18.2118 0.3 -0.1 1.2
H 11.4186 12.2170 10.9893 -0.3 -0.2 0.5
C 8.7180 12.3267 11.6844 0.6 0.0 -0.2
C 10.5003 13.9005 12.9905 2.0 1.0 0.9
H 12.3526 16.8729 15.9554 0.0 -0.1 0.2
C 7.9127 12.6263 17.9473 0.2 -0.2 0.7
C 11.0441 17.0120 18.2974 -0.5 0.9 0.0
H 15.8615 13.0100 14.5759 0.1 -0.1 0.0
C 11.7595 13.1942 9.1355 1.2 1.0 -1.0
C 13.4058 13.1055 10.8763 0.4 0.4 0.6
H 11.6403 10.2156 22.3724 0.1 -0.1 0.1
N 12.7491 14.3150 17.5839 -0.1 0.2 1.1
C 9.5155 6.6692 17.7877 -2.0 -0.7 -0.6
C 15.5136 8.2933 17.6318 0.0 -0.3 1.1
H 8.5282 18.6539 16.6873 0.9 -0.4 0.0
H 18.1971 13.1685 15.4246 0.1 0.1 -0.3
C 13.7726 17.4035 14.4076 0.7 -0.4 -0.2
C 12.1043 12.8037 10.4226 1.3 0.2 -0.7
C 14.6622 16.8648 13.4421 -0.5 0.8 0.0
C 9.4284 11.8114 12.7696 -0.4 -0.7 -0.2
H 11.5411 14.4308 19.3318 0.2 0.5 0.0
N 14.9618 13.6928 16.2958 1.1 -0.2 0.1
C 14.9414 10.0713 15.6026 0.7 0.1 1.0
C 14.6600 15.5354 13.1634 -1.4 -1.4 0.3
N 9.9258 15.5977 16.7342 0.0 -0.3 -0.8
H 17.4347 8.1420 16.7856 0.8 -0.5 -0.2
C 10.2465 18.0940 17.9104 0.6 -0.1 -0.1
Te 11.1935 9.0072 14.5809 0.6 0.9 0.0
H 15.2387 14.1439 10.4789 0.1 -0.2 0.1
C 16.4711 8.5687 16.6685 -0.7 0.1 0.1
H 7.8529 12.3937 19.0175 0.1 -0.2 -0.5
H 14.7213 10.7273 14.7879 -0.3 0.3 -0.4
H 9.2402 10.7929 13.0762 0.0 -0.1 0.1
O 13.6815 11.1233 12.5572 -0.1 0.5 0.3
H 13.2841 11.8567 21.5617 0.3 0.5 0.6
H 6.5999 7.9153 16.8410 1.5 -0.3 0.0
H 16.8901 9.5265 14.7871 -0.3 0.1 0.1
C 8.9593 12.1591 17.1609 -0.5 0.3 0.8
H 11.3868 6.8594 16.8442 -0.7 0.4 -0.4
C 13.0099 16.5349 15.1710 0.7 -0.1 -1.4
C 13.8508 14.5706 18.3220 0.8 -0.9 -1.6
H 6.2561 13.8857 18.0750 -1.0 0.5 0.7
C 8.9737 13.6003 11.2373 0.2 1.1 -0.5
C 10.3390 12.5848 13.4541 -0.2 1.2 0.3
H 15.7050 7.5981 18.4790 0.0 0.4 -0.9
H 13.5588 8.8301 18.4310 0.6 -0.1 -0.1
O 13.9719 14.9986 19.4461 -0.4 0.4 0.8
C 17.4813 13.9600 17.3129 0.2 0.2 1.4
P 12.7582 11.1163 16.8654 -2.4 0.2 0.7
S 14.1374 12.4902 12.4530 0.0 -0.8 -0.4
C 8.4961 8.4490 15.9328 -0.1 0.1 -0.2
H 6.2167 14.5056 15.6498 1.1 -0.9 0.6
C 14.3216 9.0071 17.6688 0.0 0.1 0.1
H 9.6677 11.5518 17.6961 0.5 -0.3 -0.3
C 11.2490 9.8119 19.0468 0.1 -0.1 -1.4
C 11.4672 14.5206 18.2482 -1.1 -1.1 -1.4
C 9.1170 12.5889 15.8571 -0.3 0.5 0.2
H 8.5436 16.4207 15.5205 -0.5 0.1 -0.5
C 11.8493 10.3202 21.3165 -0.6 -0.6 0.1
C 11.1405 9.5406 20.4002 -0.3 1.0 -0.8
H 12.2180 15.2887 6.6255 0.1 -0.8 0.5
C 16.1658 9.3998 15.5923 -0.4 -0.1 0.3
H 8.0459 11.7294 11.0912 -0.3 -0.3 0.3
C 6.9852 13.4892 17.4329 0.1 -0.1 -0.6
H 13.8330 18.4790 14.5143 -0.5 -0.1 0.5
H 14.7221 14.7474 8.1927 0.0 0.1 -0.3
H 8.0013 9.1520 15.2679 0.4 0.0 0.0
P 10.8381 12.3616 15.2150 -1.8 -0.2 -1.1
N 13.0149 15.2101 14.8703 -0.4 0.4 -0.1
H 11.2055 14.5853 13.4875 -0.4 -0.6 0.1
H 10.7412 13.0314 8.7807 0.3 -0.2 0.0
C 14.0907 10.0108 16.7373 1.6 -1.6 -1.6
C 13.9767 14.2198 8.7612 -2.0 -1.0 1.2
H 9.8468 5.9476 18.5229 0.1 0.1 0.1
C 9.8377 8.1643 15.9313 0.9 -1.2 0.2
N 13.4665 13.3152 13.6945 0.6 1.7 0.2
C 12.9811 11.4035 19.5127 0.1 0.8 1.2
C 10.3191 7.1534 16.8067 1.6 1.2 -0.2
H 13.7058 12.1319 19.1705 0.1 -0.1 0.0
C 12.6949 13.8675 8.2456 0.4 -0.3 2.0
C 9.9433 14.4152 11.8621 -2.0 -0.8 -1.1
C 16.0800 13.3655 15.5737 -2.8 0.0 -0.8
H 8.1144 13.7177 14.2516 0.2 -0.1 0.5
C 17.3515 13.5057 15.9955 0.7 0.3 2.1
H 11.7549 17.2099 19.0980 0.1 -0.6 -0.2
H 15.2936 17.5663 12.8785 -0.2 -0.5 0.3
C 7.0187 13.8379 16.0955 -0.3 0.7 -1.2
H 16.4317 14.6586 19.1029 0.1 0.0 0.2
C 15.1065 14.1691 17.5412 0.0 0.0 -0.4
V 12.8748 13.3823 15.8945 0.9 -0.5 -0.5
C 7.7254 7.7404 16.8255 -2.2 -0.1 1.1
H 13.0265 13.8372 6.0964 0.0 -0.1 0.4
C 12.2210 10.7079 18.6255 0.2 0.6 -1.9
H 11.3550 13.7496 6.5816 -0.2 -0.1 0.1
H 18.4532 14.0387 17.8371 -0.5 -0.1 -0.7
C 12.3097 14.1913 6.8492 -0.2 0.9 -1.2
H 10.3764 8.8672 20.6733 -0.6 -0.8 0.7
```
Positions in Å, forces in eV/Å.

Results of the Löwdin charge analysis, in e, for atoms 1 through 5: C -0.287; C -0.075; H 0.072; H 0.117; H 0.096